Arrangement P

A gas-phase ion, C4H6NS (charge +1), computed with the ωB97M-V functional and the def2-TZVPD basis.

The geometry in XYZ format:
```
12
C4H6NS | OMol25 | the ωB97M-V functional and the def2-TZVPD basis
C -1.922 1.523 0.799
C -0.753 0.807 0.544
N 0.165 0.309 0.070
C 0.900 -1.159 -0.036
C 1.870 -1.050 -1.087
S 0.396 -2.198 1.055
H -1.786 2.525 0.314
H -2.181 1.767 1.948
H -2.761 0.752 0.687
H 2.498 -0.185 -1.047
H 1.166 -1.016 -2.093
H 2.408 -2.076 -1.153
```

Output
HOMO energy: -14.28 eV
charge: +1
SMILES string: CC#[N+]C(C)=S
HOMO-LUMO gap: 8.995 eV

=====

Arrangement Q

2 unconnected molecules or ions with the total composition C4H6NS, computed with the ωB97M-V functional and the def2-TZVPD basis.

The geometry in XYZ format:
```
12
C4H6NS | OMol25 | the ωB97M-V functional and the def2-TZVPD basis
C 1.033 -2.313 0.919
C 0.067 1.055 0.776
C 0.556 -1.232 0.564
C -0.641 -0.112 -1.155
N 0.120 -0.057 0.051
S 0.726 0.991 2.363
H 1.588 -3.630 1.640
H -0.375 2.062 0.424
H -1.707 -0.117 -0.891
H -0.255 -0.824 -1.899
H -0.323 0.927 -1.571
H 0.551 2.261 2.627
```

Output
HOMO energy: -14.19 eV
charge: +1
HOMO-LUMO gap: 8.825 eV

=====

Least stable structure: arrangement Q

=====

Arrangement P

2 unconnected molecules or ions with the total composition C2H6INS, computed with the ωB97M-V functional and the def2-TZVPD basis.

The geometry in XYZ format:
```
11
C2H6INS | OMol25 | the ωB97M-V functional and the def2-TZVPD basis
C 1.194 0.224 -0.243
C -0.149 0.785 0.352
N -1.213 0.094 -0.246
S -0.298 -2.800 -0.132
I -3.076 0.334 0.212
H 1.711 1.077 -0.667
H 1.908 -0.183 0.391
H 0.988 -0.562 -0.877
H -0.023 0.794 1.480
H -0.253 1.831 0.063
H -0.788 -1.593 -0.335
```

Output
HOMO energy (alpha / beta): -8.02 / -7.92 eV
HOMO-LUMO gap (alpha / beta): 4.614 / 4.555 eV

=====

Arrangement Q

A single C2H6INS molecule, computed with the ωB97M-V functional and the def2-TZVPD basis.

The geometry in XYZ format:
```
11
C2H6INS | OMol25 | the ωB97M-V functional and the def2-TZVPD basis
C -0.839 0.407 -0.126
C 0.613 -0.224 -0.322
N 1.492 0.589 0.514
S 5.448 -1.235 -0.089
I 3.782 0.473 0.018
H -1.059 1.438 -0.435
H -1.373 -0.395 -0.563
H -0.717 0.381 0.939
H 0.345 -1.287 -0.015
H 0.977 -0.258 -1.339
H 1.374 0.381 1.512
```

Output
HOMO energy (alpha / beta): -8.44 / -8.44 eV
HOMO-LUMO gap (alpha / beta): 6.216 / 6.217 eV

=====

Least stable structure: arrangement P

=====

Arrangement P

A molecular structure, C22H49N2OP3SeTi, computed with the ωB97M-V functional and the def2-TZVPD basis.

The geometry in XYZ format:
```
79
C22H49N2OP3SeTi | OMol25 | the ωB97M-V functional and the def2-TZVPD basis
Ti 0.545 -0.213 0.530
P -0.785 -2.408 0.876
P 2.425 -0.743 2.108
P 1.850 -1.702 -1.219
H -2.503 4.396 -7.021
C -2.460 3.450 -7.567
C -3.541 2.666 -7.691
H -4.502 2.945 -7.253
C -2.266 -2.217 1.933
C 0.029 -3.758 1.797
C -1.524 -3.338 -0.524
C 3.734 0.535 2.126
C 1.773 -0.593 3.809
C 3.442 -2.257 2.246
C 1.234 -1.704 -2.930
C 2.183 -3.469 -0.920
C 3.560 -1.114 -1.454
H -1.516 3.202 -8.060
H -3.512 1.742 -8.274
H -2.938 -1.452 1.523
H -1.965 -1.938 2.951
H -2.783 -3.186 1.965
H 0.363 -3.407 2.780
H 0.888 -4.178 1.266
H -0.718 -4.549 1.942
H -2.164 -2.669 -1.111
H -2.145 -4.142 -0.103
H -0.775 -3.772 -1.197
H 4.344 0.416 3.034
H 3.275 1.530 2.126
H 4.371 0.466 1.237
H 2.596 -0.586 4.540
H 1.103 -1.435 4.027
H 1.184 0.329 3.897
H 4.104 -2.141 3.117
H 4.063 -2.422 1.356
H 2.821 -3.147 2.399
H 1.809 -2.449 -3.490
H 1.348 -0.705 -3.362
H 0.171 -1.970 -2.948
H 2.846 -3.782 -1.739
H 1.282 -4.090 -0.947
H 2.709 -3.638 0.028
H 4.035 -1.832 -2.141
H 4.134 -1.079 -0.519
H 3.554 -0.114 -1.904
C 0.867 2.038 -2.589
C -0.442 1.669 -2.947
C -0.949 2.042 -4.198
C -0.176 2.810 -5.076
C 1.123 3.194 -4.714
C 1.646 2.808 -3.481
Se 1.635 1.616 -0.876
H 0.170 -1.050 -0.913
H -1.053 1.108 -2.235
H -1.958 1.745 -4.489
H -0.594 3.118 -6.036
H 1.724 3.803 -5.391
H 2.652 3.114 -3.190
C -3.290 1.254 0.984
N -2.698 1.453 2.310
C -3.624 1.872 3.358
C -1.411 1.239 2.564
O -0.648 0.762 1.631
N -0.870 1.507 3.814
C -1.315 0.805 5.034
C -0.198 2.802 4.044
H -4.101 0.517 1.071
H -2.558 0.911 0.247
H -3.716 2.207 0.643
H -3.854 1.033 4.031
H -3.202 2.703 3.936
H -4.543 2.214 2.885
H -0.423 0.574 5.636
H -2.015 1.405 5.641
H -1.798 -0.143 4.763
H 0.731 2.632 4.611
H 0.052 3.267 3.080
H -0.841 3.497 4.616
```

Output
2S+1: 2
HOMO energy (alpha / beta): -15.40 / -15.40 eV
charge: +3
HOMO-LUMO gap (alpha / beta): 5.746 / 3.904 eV

=====

Arrangement Q

A molecular structure, C22H49N2OP3SeTi, computed with the ωB97M-V functional and the def2-TZVPD basis.

The geometry in XYZ format:
```
79
C22H49N2OP3SeTi | OMol25 | the ωB97M-V functional and the def2-TZVPD basis
Ti -0.970 0.094 0.008
P -1.337 -2.368 0.403
P 1.440 -0.622 1.600
P 2.822 -1.588 -2.586
H -2.578 1.998 -1.000
C -1.955 1.177 -1.376
C -2.490 -0.188 -1.226
H -3.491 -0.314 -0.806
C -2.645 -2.197 1.680
C -0.223 -3.627 1.132
C -2.175 -3.306 -0.931
C 2.641 0.751 1.933
C 0.731 -0.837 3.299
C 2.744 -1.966 1.704
C 2.325 -1.731 -4.314
C 2.264 -3.043 -1.711
C 4.568 -1.231 -2.381
H -1.458 1.422 -2.315
H -2.328 -0.907 -2.034
H -3.445 -1.542 1.302
H -2.240 -1.766 2.609
H -3.055 -3.193 1.889
H 0.203 -3.287 2.085
H 0.597 -3.840 0.431
H -0.771 -4.562 1.322
H -3.169 -2.893 -1.142
H -2.277 -4.366 -0.656
H -1.590 -3.241 -1.860
H 3.416 0.387 2.631
H 2.136 1.616 2.382
H 3.111 1.068 0.988
H 1.539 -0.774 4.044
H 0.215 -1.800 3.415
H 0.011 -0.024 3.463
H 3.309 -1.855 2.648
H 3.440 -1.835 0.858
H 2.294 -2.969 1.670
H 3.169 -2.182 -4.857
H 2.102 -0.728 -4.717
H 1.426 -2.357 -4.440
H 2.724 -3.917 -2.201
H 1.171 -3.143 -1.766
H 2.555 -3.035 -0.654
H 5.080 -1.611 -3.273
H 4.972 -1.716 -1.483
H 4.733 -0.149 -2.282
C 1.475 1.922 -3.243
C 0.475 1.629 -4.195
C 0.536 2.290 -5.446
C 1.646 3.078 -5.777
C 2.642 3.341 -4.817
C 2.523 2.802 -3.529
Se 1.547 1.102 -1.464
H 2.343 -0.047 -2.345
H -0.333 0.936 -3.953
H -0.284 2.201 -6.166
H 1.719 3.522 -6.770
H 3.470 3.979 -5.071
H 3.234 3.055 -2.747
C -4.287 1.786 1.204
N -3.514 1.977 2.437
C -4.139 2.764 3.503
C -2.227 1.667 2.449
O -1.732 1.076 1.412
N -1.416 1.961 3.507
C -1.759 1.577 4.883
C -0.128 2.634 3.288
H -4.318 0.725 0.908
H -3.895 2.390 0.364
H -5.314 2.108 1.402
H -4.482 2.117 4.318
H -3.439 3.509 3.893
H -4.993 3.283 3.068
H -0.861 1.174 5.370
H -2.128 2.425 5.475
H -2.519 0.788 4.865
H 0.629 2.209 3.960
H 0.189 2.497 2.246
H -0.201 3.718 3.485
```

Output
2S+1: 2
HOMO energy (alpha / beta): -16.46 / -16.88 eV
charge: +3
HOMO-LUMO gap (alpha / beta): 7.850 / 6.134 eV

=====

Least stable structure: arrangement Q

=====

Arrangement P

A single C3H7ClO molecule, computed with the ωB97M-V functional and the def2-TZVPD basis.

The geometry in XYZ format:
```
12
C3H7ClO | OMol25 | the ωB97M-V functional and the def2-TZVPD basis
O -1.035 0.900 -1.871
C -0.832 0.053 -0.759
C 0.344 0.393 0.085
C 0.452 -0.599 1.164
Cl 2.282 -0.642 1.715
H -0.271 1.050 -2.495
H -1.131 -1.048 -0.793
H -1.733 0.428 -0.181
H 0.215 1.319 0.491
H 1.376 0.279 -0.332
H 0.084 -0.523 2.134
H 0.246 -1.609 0.842
```

Output
HOMO energy: -10.59 eV
SMILES string: OCCCCl
HOMO-LUMO gap: 11.456 eV

=====

Arrangement Q

2 unconnected molecules or ions with the total composition C3H7ClO, computed with the ωB97M-V functional and the def2-TZVPD basis.

The geometry in XYZ format:
```
12
C3H7ClO | OMol25 | the ωB97M-V functional and the def2-TZVPD basis
C -0.317 1.331 -0.175
C -0.379 -0.082 0.272
C 0.848 -0.903 -0.135
H 0.552 1.767 0.194
H -0.091 1.282 -1.321
H -1.075 2.083 0.137
H -0.521 -0.100 1.347
H -1.679 -1.259 0.872
H 1.003 -1.753 0.512
H 0.622 -1.431 -1.222
O -1.448 -0.832 -0.389
Cl 2.485 -0.103 -0.091
```

Output
HOMO energy: -10.41 eV
HOMO-LUMO gap: 10.264 eV

=====

Least stable structure: arrangement Q